A cluster of 2 separate species, C4H6O2 in total. Source: OMol25; level of theory: ωB97M-V/def2-TZVPD.

Its LUMO energy is 0.0092 Eh. The structure (SMILES) is O=C1CC(=O)C1.[H][H]. For the gap between HOMO and LUMO, the calculation gives 9.967 eV. The HOMO energy is -9.7 eV.

Structure (XYZ):
```
12
Properties=species:S:1:pos:R:3:nbo_charge:R:1
O 1.027 -2.104 0.494 -0.488
C 0.647 -1.021 0.153 0.612
C 0.940 0.401 0.661 -0.650
C 0.300 0.874 -0.638 0.610
O 0.196 1.953 -1.142 -0.495
C -0.132 -0.521 -1.075 -0.650
H -2.168 -0.065 1.320 0.001
H -2.192 0.598 0.978 -0.001
H 1.990 0.670 0.811 0.263
H 0.391 0.729 1.549 0.267
H -1.218 -0.657 -1.057 0.267
H 0.221 -0.857 -2.054 0.263
```

A cluster of 2 separate species, C6H13NOSi in total in a non-equilibrium geometry. Source: OMol25; level of theory: ωB97M-V/def2-TZVPD.

Its LUMO energy is 0.0250 Eh. The structure (SMILES) is C[Si](C)(C)C#[N+][O-].C=C. For the gap between HOMO and LUMO, the calculation gives 10.326 eV. The HOMO energy is -9.6 eV.

Structure (XYZ):
```
22
Properties=species:S:1:pos:R:3:nbo_charge:R:1
C 0.940 -1.448 -0.058 -0.270
C 1.924 1.394 -0.226 -0.396
C 1.745 2.701 0.029 -0.374
C -0.978 0.366 1.394 -1.152
C -1.771 -2.295 0.223 -1.093
C -1.029 0.536 -1.677 -0.995
N 1.837 -2.185 -0.043 0.216
O 2.825 -2.838 -0.069 -0.399
Si -0.742 -0.731 -0.093 1.516
H 2.042 0.758 0.623 0.196
H 1.791 0.844 -1.187 0.200
H 1.793 3.092 1.078 0.190
H 1.662 3.497 -0.609 0.189
H -0.251 0.374 2.194 0.251
H -0.872 1.449 1.078 0.244
H -1.986 0.243 1.982 0.249
H -2.829 -2.124 0.208 0.238
H -1.457 -2.988 -0.523 0.234
H -1.649 -2.813 1.256 0.255
H -0.987 1.530 -1.240 0.239
H -0.069 0.284 -2.162 0.229
H -1.937 0.354 -2.181 0.235
```

A cluster of 7 separate species, C13H18Br2Cl18N in total in a non-equilibrium geometry. Source: OMol25; level of theory: ωB97M-V/def2-TZVPD.

Its LUMO energy is -0.1106 Eh. For the gap between HOMO and LUMO, the calculation gives 9.059 eV. The HOMO energy is -12.1 eV. The net charge is +1.

Structure (XYZ):
```
52
Properties=species:S:1:pos:R:3:nbo_charge:R:1
C -0.036 -2.362 -1.223 -0.679
C 0.517 -0.968 -1.322 -0.021
Br 2.360 -0.725 -0.859 0.071
C -0.202 0.095 -1.724 -0.190
Br -2.030 -0.178 -2.139 0.126
C 0.435 1.470 -1.854 -0.076
C -0.437 2.681 -2.266 -0.425
C 0.606 3.609 -2.989 -0.429
C 1.863 2.734 -3.225 -0.214
N 1.248 1.374 -3.120 -0.505
H 0.757 -3.078 -1.047 0.246
H -0.835 -2.430 -0.498 0.262
H -0.434 -2.589 -2.209 0.245
H 1.026 1.758 -0.998 0.255
H -1.218 2.417 -2.965 0.240
H -0.784 3.119 -1.343 0.257
H 0.914 4.468 -2.413 0.252
H 0.278 3.865 -3.989 0.233
H 2.520 2.769 -2.363 0.217
H 2.390 2.851 -4.161 0.245
H 1.901 0.593 -3.198 0.448
H 0.567 1.235 -3.869 0.425
C 1.834 -2.668 2.370 -0.289
Cl 2.355 -4.350 2.310 0.037
Cl 0.081 -2.544 2.205 0.004
Cl 2.377 -1.880 3.849 0.036
H 2.270 -2.157 1.526 0.217
C 4.566 -6.241 5.616 -0.283
Cl 3.858 -6.892 7.097 0.009
Cl 3.736 -4.762 5.127 0.013
Cl 6.290 -5.949 5.826 0.029
H 4.440 -6.976 4.832 0.228
C 2.963 6.739 -4.777 -0.285
Cl 3.301 6.035 -3.190 -0.001
Cl 3.064 5.499 -6.032 0.014
Cl 1.384 7.513 -4.789 0.040
H 3.716 7.489 -4.979 0.241
C 2.433 -10.330 7.714 -0.286
Cl 2.698 -11.150 9.250 0.026
Cl 3.465 -11.012 6.454 0.014
Cl 0.734 -10.415 7.243 0.018
H 2.695 -9.288 7.837 0.226
C -4.660 2.562 -1.819 -0.292
Cl -3.429 3.800 -1.563 -0.003
Cl -6.186 3.020 -1.076 0.050
Cl -4.864 2.248 -3.545 0.016
H -4.311 1.653 -1.349 0.223
C -9.196 5.532 0.645 -0.285
Cl -8.631 3.859 0.535 0.009
Cl -10.940 5.616 0.422 0.034
Cl -8.722 6.247 2.184 0.027
H -8.726 6.097 -0.149 0.228
```

A structure of composition C25H30As3BBr4Cl5F2O4Ta in a non-equilibrium geometry. Source: OMol25; level of theory: ωB97M-V/def2-TZVPD.

Its LUMO energy is -0.0253 Eh. For the gap between HOMO and LUMO, the calculation gives 7.038 eV. The HOMO energy is -7.7 eV.

Structure (XYZ):
```
75
Properties=species:S:1:pos:R:3:lowdin_charge:R:1
Ta 0.774 1.430 0.067 1.282
Br -2.671 7.511 0.584 0.710
C -1.313 6.210 0.390 -0.748
C 0.020 6.592 0.307 -0.743
Br 0.490 8.424 0.386 0.713
C 1.010 5.627 0.184 -0.621
Br 2.844 6.070 0.081 0.777
C 0.686 4.276 0.131 -0.400
O 1.550 3.322 0.027 -0.244
C -0.671 3.890 0.219 -0.390
O -0.889 2.603 0.179 -0.308
C -1.649 4.862 0.350 -0.620
Br -3.438 4.289 0.502 0.788
C -2.821 0.003 1.646 -0.226
As -1.530 0.010 0.126 1.203
C -2.878 0.648 -1.163 -0.225
C -1.747 -1.905 -0.458 -0.289
C -0.766 -2.933 0.099 -0.677
C -0.669 -2.813 1.616 -0.062
C 0.627 -2.711 -0.513 -0.286
As 1.653 -1.028 -0.036 1.148
C 2.508 -1.713 1.611 -0.262
C 3.152 -1.549 -1.220 -0.252
C -1.198 -4.353 -0.297 -0.368
As -3.041 -5.140 -0.089 1.135
C -3.968 -4.153 1.356 -0.350
C -3.957 -4.272 -1.614 -0.349
H -3.773 -0.435 1.332 0.030
H -2.992 1.042 1.928 0.030
H -2.432 -0.527 2.512 0.021
H -3.844 0.164 -0.976 0.044
H -2.574 0.445 -2.187 0.029
H -3.005 1.722 -1.051 0.001
H -1.689 -1.907 -1.551 0.079
H -2.765 -2.183 -0.179 0.034
H -0.378 -1.790 1.876 0.047
H 0.081 -3.505 1.997 0.092
H -1.628 -3.047 2.068 0.070
H 0.543 -2.686 -1.605 0.076
H 1.293 -3.545 -0.241 0.086
H 2.587 -2.804 1.585 0.038
H 1.943 -1.418 2.492 0.006
H 3.507 -1.285 1.685 0.028
H 3.448 -2.580 -0.989 0.044
H 4.009 -0.891 -1.074 0.021
H 2.832 -1.489 -2.261 0.026
H -0.539 -5.059 0.220 0.060
H -1.006 -4.490 -1.366 0.066
H -3.571 -4.434 2.328 0.013
H -5.011 -4.468 1.327 0.018
H -3.934 -3.072 1.252 -0.006
H -3.352 -4.377 -2.512 0.014
H -4.163 -3.218 -1.447 0.005
H -4.903 -4.781 -1.792 0.012
F -0.308 0.753 3.016 0.110
B 0.447 1.477 2.172 -0.974
F 0.456 2.782 2.491 0.139
Cl 2.634 1.164 3.260 0.893
C 3.578 1.510 1.863 -0.631
C 2.929 1.353 0.654 -0.408
C 3.652 1.683 -0.476 -0.683
Cl 2.655 1.561 -1.860 0.909
C 4.959 2.136 -0.469 -0.685
Cl 5.781 2.539 -1.920 0.718
C 5.588 2.256 0.775 -0.690
Cl 7.212 2.793 0.862 0.707
C 4.896 1.949 1.951 -0.680
Cl 5.676 2.098 3.473 0.712
C -0.180 -0.296 -3.939 -0.040
O 0.091 -0.295 -2.533 -0.203
C 0.063 0.893 -1.875 -0.794
O -0.178 1.945 -2.424 0.005
H -1.015 -0.967 -4.138 0.092
H 0.712 -0.636 -4.465 0.094
H -0.434 0.719 -4.254 0.092
```

A structure of composition C33H38Cl2N5O2Os in a non-equilibrium geometry. Source: OMol25; level of theory: ωB97M-V/def2-TZVPD.

Its LUMO energy (spin up / spin down) is -0.1011 / -0.1463 Eh. For the gap between HOMO and LUMO (spin up / spin down), the calculation gives 7.227 / 7.091 eV. The expectation value of S² is 6.07. The HOMO energy (spin up / spin down) is -10.0 / -11.1 eV. The net charge is +1. As for the spin multiplicity: 5.

Structure (XYZ):
```
81
Properties=species:S:1:pos:R:3:mulliken_spin:R:1
Os -0.134 -0.301 -0.025 2.326
C 3.279 1.134 -0.318 0.010
C 2.697 1.317 -1.717 0.017
C 2.184 0.042 -2.326 0.002
C 2.608 -0.282 -3.612 0.000
C 2.108 -1.403 -4.247 0.002
C 1.232 -2.210 -3.540 0.001
C 0.888 -1.841 -2.255 0.038
N 1.331 -0.734 -1.646 -0.014
N 2.308 0.765 0.719 0.044
C 2.958 -0.130 1.671 0.011
C 1.990 -0.695 2.666 0.014
C 2.370 -0.828 3.997 0.000
C 1.493 -1.391 4.907 -0.001
C 0.258 -1.803 4.439 -0.009
C -0.041 -1.635 3.099 0.005
N 0.793 -1.084 2.214 0.028
C 1.802 1.947 1.425 0.038
C 0.943 2.786 0.522 -0.009
C 1.065 4.167 0.479 0.001
C 0.306 4.889 -0.430 -0.002
C -0.527 4.197 -1.292 -0.001
C -0.611 2.819 -1.166 -0.026
N 0.085 2.136 -0.266 0.188
H 4.029 0.341 -0.388 -0.003
H 3.805 2.056 -0.034 0.004
H 1.892 2.049 -1.716 -0.002
H 3.493 1.712 -2.352 -0.001
H 3.321 0.361 -4.107 0.000
H 2.397 -1.637 -5.260 0.000
H 0.817 -3.104 -3.974 -0.001
H 0.209 -2.470 -1.695 -0.053
H 3.385 -0.975 1.118 -0.007
H 3.783 0.382 2.197 -0.001
H 3.349 -0.496 4.307 0.000
H 1.765 -1.502 5.944 0.000
H -0.476 -2.237 5.097 0.000
H -1.003 -1.953 2.740 0.002
H 1.191 1.606 2.268 -0.017
H 2.629 2.556 1.824 0.002
H 1.754 4.672 1.138 0.001
H 0.386 5.965 -0.481 0.000
H -1.101 4.705 -2.049 0.001
H -1.231 2.250 -1.838 0.020
Cl -3.931 2.202 -1.419 0.001
C -3.639 0.461 -1.560 -0.042
Cl -5.057 -0.319 -2.277 0.000
C -2.379 0.235 -2.464 -0.002
O -2.437 0.475 -3.644 0.019
O -1.344 -0.214 -1.864 0.017
H -3.493 0.078 -0.550 0.023
C -1.119 -3.434 0.649 0.026
C -2.619 -3.143 0.611 0.012
C -3.051 -2.846 -0.828 -0.002
C -3.179 -2.077 1.547 0.156
C -4.337 -2.449 2.199 -0.099
C -5.074 -1.593 3.005 0.209
C -4.592 -0.313 3.221 -0.105
C -3.421 0.136 2.651 0.143
C -2.938 1.477 3.157 0.002
C -2.114 2.321 2.194 0.012
C -2.170 1.225 4.467 0.027
C -2.684 -0.707 1.718 0.117
N -1.645 -0.219 1.110 0.802
H -0.886 -4.153 -0.135 0.008
H -0.812 -3.868 1.598 -0.004
H -0.528 -2.519 0.456 0.026
H -3.111 -4.078 0.909 0.007
H -2.460 -2.030 -1.235 0.015
H -4.103 -2.576 -0.864 -0.002
H -2.904 -3.724 -1.453 0.000
H -4.699 -3.460 2.077 0.003
H -5.992 -1.924 3.467 0.007
H -5.142 0.348 3.875 0.004
H -3.832 2.054 3.419 0.005
H -1.137 1.870 2.039 0.002
H -1.979 3.320 2.606 0.004
H -2.620 2.415 1.236 0.002
H -1.294 0.605 4.286 -0.005
H -2.810 0.722 5.190 0.002
H -1.842 2.165 4.903 -0.001
```